Entry 1:
A 10-piece molecular cluster, C35H70O15 overall. Source: the OMol25 dataset; level of theory: the ωB97M-V functional and the def2-TZVPD basis.

Its SMILES is CCOC(C)=O.CCOC(C)=O.CCOC(C)=O.CCOC(C)=O.CCOC(C)=O.CC(C)=O.CC(C)=O.CC(C)=O.CC(C)=O.CC(C)=O. For the HOMO energy, the calculation gives -9.1 eV. The value obtained for the energy is -2504.17806 Eh. Its molecular weight is 730.9 g/mol. The energy relative to the best compared isomer or geometry (same formula, charge and spin) comes out at 1.003 eV. The value obtained for the maximum force is 4.13 eV Å⁻¹. For the orbital gap, the calculation gives 9.47 eV.

ORCA input file:
```
! wB97M-V def2-TZVPD RIJCOSX def2/J DEFGRID3
* xyz 0 1
C -2.47401 -3.23482 -0.08998
C -3.15731 -1.86139 -0.37466
O -3.19977 -1.42321 -1.77438
C -4.20913 -1.76741 -2.53303
C -4.08009 -1.25139 -3.92704
O -5.18682 -2.41281 -2.12687
H -1.43037 -3.20477 -0.40304
H -2.90971 -4.09353 -0.60076
H -2.36783 -3.42537 0.97797
H -4.16065 -1.81129 0.04832
H -2.61801 -1.11609 0.20997
H -5.06088 -1.18973 -4.39857
H -3.37685 -1.88723 -4.46486
H -3.63779 -0.25529 -3.91147
C 2.87100 -1.68074 -3.29079
C 3.41832 -2.89744 -4.13858
O 2.54555 -3.06938 -5.21402
C 2.87701 -3.94132 -6.16370
C 2.10635 -3.79944 -7.40817
O 3.80073 -4.71498 -6.15065
H 3.50649 -1.60373 -2.40857
H 1.84167 -1.82374 -2.96192
H 2.84807 -0.74879 -3.85564
H 4.42456 -2.69415 -4.50498
H 3.45641 -3.83186 -3.57868
H 1.17002 -4.31938 -7.20558
H 2.66937 -4.13696 -8.27834
H 1.91840 -2.72727 -7.46503
C 1.81945 4.17634 1.72520
C 2.30235 2.78652 2.07383
O 2.98320 2.87286 3.37705
C 3.54141 1.81550 3.88635
C 4.38038 2.08634 5.05269
O 3.47990 0.69370 3.43621
H 2.67361 4.77122 1.40175
H 1.43670 4.67859 2.61365
H 1.02040 4.10604 0.98717
H 1.48310 2.09464 2.26929
H 2.97948 2.33416 1.34927
H 4.58655 3.15639 5.07677
H 5.30875 1.51619 5.01871
H 3.80002 1.89348 5.95495
C 1.29409 -2.67740 5.01016
C 0.43492 -1.48877 4.63313
O -0.86868 -1.91839 4.43685
C -1.81174 -1.16768 3.77453
C -3.12990 -1.80674 3.59398
O -1.56785 -0.08248 3.18701
H 0.97388 -3.16216 5.93243
H 2.32067 -2.39987 5.24933
H 1.23456 -3.40016 4.19642
H 0.64748 -0.66600 5.31576
H 0.81040 -1.08055 3.69480
H -3.21898 -2.74990 4.13307
H -3.21988 -2.02773 2.53042
H -3.89767 -1.13631 3.98019
C -3.09364 7.15538 5.28755
C -2.47835 6.98417 3.85222
O -2.43708 5.61837 3.42478
C -1.77622 5.18368 2.36176
C -2.08936 3.75800 1.93701
O -1.03836 5.90930 1.71121
H -2.46246 6.57485 5.96037
H -4.13495 6.83392 5.26621
H -3.13850 8.20766 5.56826
H -3.08692 7.49945 3.10909
H -1.52571 7.47011 3.64139
H -1.78730 3.01952 2.67966
H -1.55069 3.56614 1.00904
H -3.15538 3.61806 1.75781
C 4.16487 -1.58924 1.27976
C 4.90073 -0.48673 0.50714
C 5.89244 0.35816 1.26861
O 4.76575 -0.38772 -0.71324
H 4.75738 -2.49444 1.14686
H 3.15124 -1.84035 0.96735
H 4.18723 -1.34329 2.34141
H 6.58059 -0.30184 1.79678
H 5.43624 0.93259 2.07484
H 6.37408 1.07272 0.60114
C 0.77930 -0.10314 -6.07540
C 0.75244 1.34448 -5.87426
C -0.53108 1.92611 -5.27809
O 1.73649 2.06807 -6.10735
H 0.94265 -0.61221 -5.12552
H 1.59010 -0.43891 -6.72190
H -0.14521 -0.41963 -6.55831
H -0.92641 1.21412 -4.55360
H -1.27168 2.07742 -6.06339
H -0.33453 2.88617 -4.80086
C 1.20764 -5.87523 -0.30422
C 1.40919 -4.43927 -0.01662
C 1.12285 -3.99098 1.35315
O 1.76899 -3.69302 -0.94941
H 0.43416 -6.31982 0.32203
H 2.15188 -6.30016 0.03629
H 1.07066 -6.05789 -1.37004
H 0.33027 -3.24584 1.42162
H 2.07022 -3.67839 1.79233
H 0.89934 -4.80943 2.03747
C 0.56038 -0.68422 -0.22069
C -0.11882 0.46172 -0.92772
C -0.91835 1.37980 -0.10866
O 0.00338 0.58350 -2.14374
H 1.36972 -0.39964 0.45170
H 1.10126 -1.27547 -0.95960
H -0.17877 -1.29571 0.29685
H -0.25185 1.77952 0.65561
H -1.66954 0.81632 0.44477
H -1.46002 2.16806 -0.63148
C -6.49713 1.68489 -1.64319
C -5.46575 1.36377 -0.63905
C -4.07201 1.97508 -0.81108
O -5.70093 0.60374 0.28327
H -6.98034 2.61952 -1.35850
H -7.22267 0.87380 -1.58126
H -6.09700 1.89839 -2.63436
H -3.46167 1.14864 -1.17518
H -3.72821 2.25032 0.18599
H -4.10599 2.90269 -1.38247
*
```

***

Entry 2:
A 9-piece molecular cluster, C35H71ClIO12P overall. Source: the OMol25 dataset; level of theory: the ωB97M-V functional and the def2-TZVPD basis.

For the HOMO energy, the calculation gives -9.1 eV. The value obtained for the energy is -3378.27332 Eh. Its molecular weight is 877.3 g/mol. The value obtained for the maximum force is 1.97 eV Å⁻¹. For the orbital gap, the calculation gives 8.07 eV.

ORCA input file:
```
! wB97M-V def2-TZVPD RIJCOSX def2/J DEFGRID3
* xyz 0 1
C 2.72520 5.04579 3.63956
C 1.54427 5.08270 2.67858
C 2.01233 5.11946 1.24451
Cl 0.58896 5.06172 0.13464
O 2.79472 3.98814 0.97092
P 4.00706 4.05770 -0.06591
O 5.31161 4.22408 0.56990
O 3.73718 5.19879 -1.12252
O 3.91453 2.69439 -0.88519
I 4.07797 1.13777 0.39279
H 3.41084 4.23496 3.42129
H 3.28071 5.97983 3.64051
H 2.35086 4.90319 4.64919
H 0.89626 4.22709 2.83690
H 0.96738 5.98557 2.85274
H 2.51924 6.06108 1.06038
H 2.82420 5.23796 -1.43956
C 0.46282 -3.43254 0.19207
C 1.78968 -3.78012 0.86402
C 2.80370 -3.23971 -0.13968
O 2.18108 -2.11334 -0.76659
C 0.78887 -2.08840 -0.44149
H -0.37605 -3.38729 0.87520
H 0.23114 -4.16853 -0.58106
H 1.87597 -3.24530 1.81367
H 1.91979 -4.84368 1.05980
H 3.04739 -3.97997 -0.90762
H 3.73530 -2.91768 0.32953
H 0.61387 -1.26743 0.26450
H 0.21489 -1.89083 -1.34778
C -4.23144 4.99457 2.71028
C -3.84791 4.22576 1.44741
C -2.33612 4.32046 1.47182
O -1.95206 4.37379 2.85206
C -3.11067 4.59404 3.66223
H -5.22009 4.74639 3.09323
H -4.19901 6.07080 2.52188
H -4.16237 3.18319 1.53584
H -4.27636 4.63365 0.53373
H -1.99470 5.23547 0.98196
H -1.84818 3.46912 0.99632
H -3.35213 3.66316 4.18764
H -2.88396 5.36053 4.40493
C 6.36405 -3.09649 -4.26705
C 6.72548 -2.16807 -3.10982
C 5.77039 -2.64501 -2.02394
O 5.56351 -4.04202 -2.25340
C 6.07980 -4.40203 -3.53714
H 7.14834 -3.18887 -5.01706
H 5.45855 -2.73913 -4.76355
H 7.76149 -2.33466 -2.80578
H 6.60454 -1.11017 -3.33920
H 4.80393 -2.13358 -2.09164
H 6.16643 -2.50265 -1.01710
H 6.99801 -4.98261 -3.39454
H 5.35125 -5.02980 -4.05128
C -2.95016 6.47684 -3.50669
C -4.33522 6.16405 -4.06671
C -4.73508 4.95209 -3.23653
O -4.10920 5.11048 -1.96090
C -3.13448 6.15869 -2.02869
H -2.62760 7.50231 -3.67895
H -2.20816 5.80703 -3.94649
H -5.01520 6.99617 -3.87220
H -4.34175 5.96242 -5.13653
H -4.37536 4.02242 -3.69021
H -5.81291 4.87169 -3.09380
H -3.52005 7.02554 -1.48088
H -2.20580 5.83541 -1.55415
C -2.68860 -0.71697 1.14625
C -3.54700 -1.17393 2.32577
C -4.38770 0.06646 2.59245
O -4.56032 0.71413 1.32516
C -3.67381 0.14046 0.36333
H -2.28082 -1.53592 0.55405
H -1.85559 -0.10563 1.50159
H -4.18632 -2.00692 2.02765
H -2.96757 -1.48565 3.19268
H -3.86912 0.75642 3.26900
H -5.36254 -0.16409 3.01422
H -4.26023 -0.46710 -0.33540
H -3.19111 0.94183 -0.19863
C -3.31664 -6.45526 2.80146
C -1.99207 -6.79455 3.48232
C -0.98271 -6.24825 2.48097
O -1.60755 -5.12612 1.85225
C -3.00086 -5.10421 2.17349
H -4.16422 -6.41414 3.48375
H -3.53881 -7.19045 2.02532
H -1.91046 -6.25985 4.43116
H -1.85733 -7.85688 3.67795
H -0.74262 -6.99094 1.71262
H -0.05279 -5.92157 2.94774
H -3.18505 -4.28612 2.87952
H -3.57200 -4.91115 1.26490
C 7.14531 0.52888 -6.89257
C 8.66179 0.66333 -7.01412
C 9.12340 -0.74105 -6.64839
O 8.08984 -1.62965 -7.07931
C 6.91965 -0.88249 -7.41803
H 6.59040 1.27981 -7.45229
H 6.84609 0.59488 -5.84418
H 8.93704 0.89579 -8.04505
H 9.08828 1.42806 -6.36733
H 9.24782 -0.84687 -5.56481
H 10.05862 -1.02354 -7.13240
H 6.80429 -0.88726 -8.50730
H 6.04824 -1.36759 -6.97639
C -7.20995 -4.06515 4.49124
C -6.04972 -4.41536 5.42106
C -4.93568 -3.53842 4.86465
O -5.56840 -2.37242 4.33520
C -6.98184 -2.57670 4.26362
H -8.19081 -4.28073 4.91111
H -7.11426 -4.61089 3.55002
H -6.28724 -4.12026 6.44510
H -5.79152 -5.47302 5.42326
H -4.39914 -4.04485 4.05322
H -4.21074 -3.23706 5.62140
H -7.46259 -1.97746 5.04407
H -7.34214 -2.23259 3.29322
*
```